An isolated molecule of C17H31NO2, computed with the ωB97M-V functional and the def2-TZVPD basis.

Output
Molar mass ... 281.44 g/mol
Total energy ... -23717.981 eV
Structure (SMILES) ... CCCCCC[C@H]1CC[C@@H](C(=O)N2CCOCC2)CC1
Total charge ... 0
HOMO-LUMO gap ... 9.879 eV
Highest occupied orbital energy ... -0.3334 hartree
Relative energy (zero: lowest compared OMol25 entry of this formula, charge and spin) ... 5.47 kcal per mole

CARTESIAN COORDINATES (ANGSTROEM)
H1 3.15572 -0.63262 -0.55316
C1 2.55014 1.30264 0.11225
C2 0.37714 -3.01247 1.10395
C3 -1.96767 2.47111 0.48581
H2 -0.15154 4.25052 -0.72405
H3 -1.56763 3.25474 1.13075
H4 -4.69003 1.35502 2.33268
H5 -0.47302 3.76480 -2.38437
H6 -3.50974 2.17350 4.30634
H7 0.96241 -3.70802 1.71592
C4 -1.79904 2.89375 -0.97193
H8 -3.81073 3.53934 3.23042
H9 -0.04661 1.09840 -2.82411
H10 2.63090 -3.75257 -0.05263
C5 2.02346 -3.04279 -0.62946
H11 0.61712 1.88866 0.79999
C6 -0.40354 3.39576 -1.35667
C7 -3.26557 2.60352 3.33732
H12 2.67798 -2.45494 -1.26758
N1 1.28345 -2.21564 0.29568
C8 -3.63969 1.63665 2.22009
C9 0.76268 2.39321 -1.29625
H13 -0.36154 0.56016 -1.16719
H14 3.36648 1.72845 -0.47876
H15 1.69585 3.24092 0.45351
O1 0.16699 -4.61208 -0.70824
C10 1.26653 -0.86178 0.42027
H16 -0.18541 -2.33715 1.74903
H17 -1.41414 1.55295 0.68282
H18 2.36404 0.54887 -2.52759
H19 -3.99472 3.16311 0.74241
C11 -0.56130 -3.80053 0.18862
C12 0.38327 1.01000 -1.82321
H20 -2.20080 2.81900 3.32225
C13 -3.43776 2.22594 0.82387
C14 1.36185 2.26101 0.10384
H21 1.33203 -0.86525 -2.29876
H22 -2.08586 2.06787 -1.62558
H23 1.56767 -4.53413 -2.14498
C15 1.03426 -3.83641 -1.49720
C16 2.21615 -0.07474 -0.47525
H24 0.45118 -3.13681 -2.11759
H25 2.90515 1.17900 1.13733
H26 -1.19754 -3.10005 -0.37357
H27 -3.85496 1.53175 0.08898
O2 0.52115 -0.33556 1.22643
H28 1.55160 2.79112 -1.95037
H29 -2.49789 3.71254 -1.17057
H30 -1.19124 -4.47610 0.76843
H31 -3.04002 0.72869 2.31440
C17 1.60843 0.10302 -1.87464

From a Löwdin analysis of the wavefunction, the atomic charges in e read: 0.134, -0.138, -0.109, -0.219, 0.111, 0.115, 0.101, 0.110, 0.066, 0.134, -0.210, 0.072, 0.123, 0.135, -0.122, 0.087, -0.168, -0.115, 0.113, -0.044, -0.270, -0.318, 0.112, 0.119, 0.119, -0.129, -0.405, 0.122, 0.095, 0.124, 0.111, -0.179, -0.154, 0.064, -0.228, -0.163, 0.100, 0.106, 0.128, -0.190, -0.228, 0.123, 0.120, 0.131, 0.111, 0.058, 0.141, 0.112, 0.127, 0.104, -0.139

***

A cluster of 2 separate species, C3H10NS in total at a distorted geometry, computed with the ωB97M-V functional and the def2-TZVPD basis.

Output
Molar mass ... 92.19 g/mol
Total energy ... -15588.870 eV
Total charge ... +1
HOMO-LUMO gap ... 9.713 eV
Highest occupied orbital energy ... -0.4912 hartree
Relative energy (zero: lowest compared OMol25 entry of this formula, charge and spin) ... 74.52 kcal per mole

CARTESIAN COORDINATES (ANGSTROEM)
C1 -0.36806 1.92996 0.38877
H1 -0.67251 -1.36471 1.00760
H2 -0.08946 -2.51960 -0.84350
H3 0.38849 0.57547 1.74401
H4 1.00444 0.30938 0.13183
H5 -0.79632 2.14873 -0.55216
C2 -0.86235 -0.48082 0.46706
H6 -0.40668 -1.23106 -2.17801
S1 1.78089 -1.01231 -1.10928
C3 0.13066 -1.60781 -1.27673
N1 0.11057 0.52651 0.77214
H7 -1.03534 2.30143 1.07052
H8 -1.83468 -0.17740 0.17941
H9 2.17258 -1.95843 -0.30501
H10 0.47778 2.56067 0.50335

From a Löwdin analysis of the wavefunction, the atomic charges in e read: 0.018, 0.068, 0.007, 0.171, 0.040, 0.100, -0.021, 0.061, 0.842, -0.330, -0.108, 0.073, 0.086, -0.100, 0.093